1.
Below is a structure of composition C15H40AuN3PSi4Te at a distorted geometry, with properties calculated with ωB97M-V with the def2-TZVPD basis set.

Element x y z (Å)
H (-0.95750, 1.01147, -4.71956)
C (-1.58303, -0.20143, 3.63963)
H (3.65381, -0.07393, 1.03268)
H (2.29634, 3.96546, -0.20528)
H (3.40088, -0.77834, -4.69569)
H (0.55811, 3.84590, -3.79609)
N (-2.04945, -0.44689, 5.02464)
H (-0.67234, -2.51286, -4.99303)
H (-0.44682, 0.17327, -6.25598)
H (-0.93962, -1.06363, 3.36920)
Si (1.90698, 2.49971, -2.00658)
C (-4.87605, -0.26459, 5.12223)
C (-2.80954, 0.73959, 5.62864)
H (4.27408, -1.59066, -2.77306)
H (4.27701, 3.19444, -2.66484)
H (1.58116, -3.28586, -1.99378)
C (2.44788, -1.13711, -5.23252)
C (-3.84473, 1.37951, 3.60540)
H (-4.75441, 1.71517, 3.16543)
H (0.67927, -3.01589, -3.84315)
N (-4.09578, 1.00122, 5.00946)
P (-3.10135, 0.07133, 2.54937)
H (-2.96413, -1.71576, 6.32458)
H (4.88531, -0.45873, -1.59900)
H (-2.91195, 0.45168, 6.75223)
C (-2.97217, -1.63318, 5.21968)
H (4.89705, -2.22656, -1.29725)
H (-5.03200, -1.36518, 2.60417)
H (-2.54005, -2.55546, 4.83127)
H (0.77003, -2.91774, -0.40528)
H (1.29233, 2.54818, 0.38785)
C (1.77338, -3.03834, -0.94771)
H (-3.18495, 2.23941, 3.60573)
C (3.00009, -0.90218, 0.90042)
H (-1.20756, -0.53452, 5.58116)
H (-3.52022, -2.34889, 2.88094)
C (0.68822, 3.81432, -2.65054)
H (3.10845, 2.38252, -0.01005)
H (-0.82115, -2.17076, -3.26397)
H (2.04993, -0.59003, 1.40472)
C (-0.08907, 0.65743, -5.26107)
Si (2.65005, -1.31456, -0.95090)
H (2.55645, -2.21942, -5.51712)
C (-0.12682, -2.26767, -4.09357)
H (3.83606, 1.49630, -3.01666)
Au (-2.53869, 0.44744, -2.69776)
C (3.47712, 2.57504, -3.03014)
H (-0.34069, 3.56536, -2.26479)
H (-2.26849, 1.70108, 5.53520)
C (-4.12335, -1.45241, 3.15087)
H (-5.84507, -0.17164, 4.54540)
H (-5.04474, -0.55590, 6.18289)
H (2.36777, -0.61158, -6.20292)
C (2.16636, 2.86535, -0.23409)
H (3.20353, 2.85731, -4.07248)
H (3.32863, -1.76622, 1.51593)
Si (1.36832, 0.22812, -2.08623)
C (4.34045, -1.39059, -1.73011)
H (-0.92345, 0.69841, 3.70482)
Te (-0.90243, -0.04003, -0.79059)
H (1.04398, 4.82376, -2.34465)
Si (0.86438, -0.59791, -4.27415)
H (2.39570, -3.80571, -0.44555)
N (-4.21963, -1.45023, 4.58016)
H (0.56810, 1.52358, -5.48857)

- Energy: -72453.5094 eV
- HOMO energy: -9.5 eV
- Net charge: +1
- ΔE to the lowest compared entry with this formula, charge and spin: 0.0000 eV
- HOMO-LUMO gap: 6.3756 eV



2.
Below is a cluster of 5 separate species, C15H40O5 in total at a distorted geometry, with properties calculated with ωB97M-V with the def2-TZVPD basis set.

Element x y z (Å)
H (-1.06337, -0.71604, -0.85436)
H (-3.12647, 0.26089, -0.58590)
H (2.00328, 3.46786, -1.88768)
H (-1.25045, 5.33271, 4.38185)
H (-2.10207, 2.42482, -1.61392)
H (3.43577, 3.00100, -0.89406)
H (1.03614, 1.41586, -1.92541)
C (-3.45779, 3.89150, 3.56501)
C (-2.03335, 0.45190, 1.24543)
C (-0.16655, -2.78505, -5.28807)
H (2.22974, -2.92322, -2.65134)
C (2.68802, 2.66467, -1.60896)
H (0.22089, -2.22485, -6.13700)
H (3.09629, -0.15894, -2.35299)
H (0.78914, -3.44286, 3.23606)
H (-3.41863, 3.87994, 2.47475)
H (-0.53616, -2.47318, 2.69867)
O (0.46106, -2.34753, 0.13653)
C (0.18278, -3.21851, 2.35520)
H (0.70242, 1.08756, 0.21289)
C (2.23808, -3.64118, 1.04423)
O (1.45822, 1.67038, 0.06843)
H (2.91771, -3.86691, 1.86389)
H (-3.56219, 4.95274, 3.79599)
H (-0.65444, -2.09205, -4.60020)
C (2.72834, 0.11637, -1.36547)
H (-0.33151, -4.13750, 2.07122)
C (-0.93937, 4.39681, 3.91852)
C (-2.21475, 0.75434, -0.24132)
H (1.80162, -3.65238, -5.00460)
C (1.12938, -2.65663, 1.31352)
C (0.93601, -3.40010, -4.38655)
H (0.63944, -2.39101, -2.50701)
H (2.07208, -0.70230, -1.06614)
H (-3.30066, 2.61015, -0.44406)
C (-2.08173, 3.40092, 4.09987)
H (-0.74700, 4.65396, 2.87274)
C (-2.29284, 2.20351, -0.56195)
C (1.89793, 1.42762, -1.25488)
H (1.59970, -1.78959, 1.78138)
H (1.81135, -1.56329, -3.65807)
H (-2.92217, 0.68206, 1.83377)
H (-1.84483, 2.44847, 3.61739)
C (1.42546, -2.49933, -3.25635)
H (-1.65478, 2.89169, -0.00517)
H (1.80160, -4.55543, 0.63491)
O (-2.23713, 3.23731, 5.49262)
H (2.82573, -3.20380, 0.23329)
H (0.02620, -3.13067, -0.21492)
O (0.44537, -4.65612, -3.85468)
H (-1.87550, -0.62494, 1.33570)
H (1.08446, -5.36323, -3.95925)
H (3.55807, 0.28734, -0.67869)
H (0.02258, 3.97352, 4.21054)
O (-1.06540, 0.24281, -0.94376)
H (-0.81520, -3.59352, -5.61662)
H (-4.22699, 3.27505, 4.02340)
H (-1.34505, 3.27085, 5.84985)
H (3.14844, 2.48495, -2.58594)
H (-1.14692, 0.95056, 1.63771)

- Energy: -26440.2203 eV
- HOMO energy: -9.7 eV
- ΔE to the lowest compared entry with this formula, charge and spin: 1.5129 eV
- SMILES: CC(C)O.CC(C)O.CC(C)O.CC(C)O.CC(C)O
- HOMO-LUMO gap: 10.2812 eV



3.
Below is a structure of composition C15H41AgGeN5O4SSe, with properties calculated with ωB97M-V with the def2-TZVPD basis set.

Element x y z (Å)
N (-3.68511, 0.07081, 0.93812)
H (-4.06456, 2.96089, 2.24104)
H (-1.46334, 3.27655, -3.08170)
C (0.40798, 1.73720, 3.79708)
O (-2.61220, -0.98376, -1.55614)
H (1.91234, -5.97186, -1.55638)
H (0.23564, 3.75215, -2.87468)
H (2.41339, -6.78215, -0.06955)
H (3.15647, 1.35967, -2.70244)
H (2.38368, -5.13457, 2.77985)
C (1.59342, -4.52826, 2.33630)
C (0.88223, 4.35769, 2.88994)
H (4.50543, -4.35887, 0.80935)
H (-0.32723, 2.19146, 4.46310)
H (4.16163, -3.78730, -0.82552)
H (-1.32305, -1.49433, 2.39196)
H (-3.40980, -0.36902, 0.06218)
H (0.64488, -5.03874, 2.50300)
H (1.40086, 2.07458, 4.09108)
H (0.34989, 0.65693, 3.89784)
C (-3.24547, -0.79783, -2.61338)
C (3.84606, -3.72534, 0.21622)
C (2.17689, 1.70032, -2.34582)
H (-3.79490, -1.68336, -4.41607)
N (-3.94322, 0.32753, -2.85850)
C (-0.43972, 3.04976, -3.37191)
C (0.09838, 2.08866, 2.36110)
H (1.57890, -3.56466, 2.84632)
H (0.70567, -6.42324, -0.34204)
H (-0.59637, 4.29210, 0.36991)
O (-0.41815, 1.23829, 1.62501)
C (1.10913, 1.24823, -3.32496)
C (1.71984, -6.05129, -0.48661)
O (-0.19128, 1.70830, -2.98590)
C (0.82201, -2.97053, -0.48272)
N (-4.01486, 1.95960, 2.19273)
O (1.88821, 1.15311, -1.08158)
H (-3.84948, 1.08980, -2.19879)
Ge (1.98365, -4.32297, 0.41700)
H (-4.35075, 0.51253, -3.75736)
H (1.05206, 0.15847, -3.31829)
H (2.19975, 2.79706, -2.28588)
H (2.53284, 1.02153, 0.82766)
Ag (-0.85539, 0.64685, -0.77196)
H (1.95224, 4.26391, 3.09342)
N (0.41782, 3.33533, 1.95973)
H (-1.85275, -2.49936, 1.00732)
N (-3.28702, -1.76970, -3.55593)
C (-1.01664, -2.22637, 1.64867)
H (0.69558, 5.33511, 2.45239)
H (-2.81862, -2.63270, -3.35081)
H (-0.11386, -3.39813, -0.84289)
H (-0.61101, -3.10739, 2.13628)
H (3.84083, 1.13320, -0.37942)
C (0.32477, 3.74196, 0.56730)
H (2.89690, 2.58277, 0.04460)
Se (0.37819, -1.39447, 0.58302)
H (-3.98475, -0.50351, 1.70786)
S (-3.03536, 2.36649, -0.20976)
H (1.37110, -2.58831, -1.34485)
H (0.34135, 4.30587, 3.83203)
C (2.84736, 1.49681, -0.09896)
H (-4.45445, 1.41914, 2.91861)
H (0.34051, 2.86300, -0.07134)
C (-3.60014, 1.39263, 1.04964)
H (1.17758, 4.38034, 0.33100)
H (3.96375, -2.69546, 0.55516)
H (-0.33285, 3.16311, -4.45452)
H (1.38309, 1.59375, -4.32715)

- Energy: -168554.5255 eV
- HOMO energy: -10.3 eV
- Net charge: +1
- ΔE to the lowest compared entry with this formula, charge and spin: 0.0000 eV
- HOMO-LUMO gap: 8.5375 eV